Entry from the Open Molecules 2025 dataset: one molecule with the formula C6H9N (wB97M-V/def2-TZVPD).

The geometry in ORCA input format:
```
! RIJCOSX wB97M-V def2-TZVPD def2/J DEFGRID3
* xyz 0 1
C -0.5612 0.4781 -1.4008
C -1.2713 1.3105 -0.5658
N -0.8475 0.9573 0.7047
C 0.0429 -0.0814 0.6743
C 0.2664 -0.3986 -0.6662
C 1.5288 -1.1464 -1.0824
C 0.4663 -0.7823 1.9413
H -0.4377 0.5110 -2.4745
H -2.1961 1.8523 -0.6440
H -1.1747 1.2478 1.6057
H 1.3849 -1.4779 -2.1137
H 1.6022 -2.0436 -0.4753
H 2.3772 -0.4795 -1.0133
H 0.6081 -1.8212 1.6450
H 1.4914 -0.4605 2.1625
H -0.2096 -0.6847 2.7783
*
```

Computed properties:
ΔE to the lowest compared entry with this formula, charge and spin (kcal per mole): 15.8
Strongest force on any atom (hartree/bohr): 0.043
HOMO level (eV): -7.70
SMILES: Cc1cc[nH]c1C
E (eV): -7857.4726